ORCA calculation (wB97M-V/def2-TZVPD) on a molecular structure, C28H63N6O6P2S2.

The net charge is +1.

XYZ file:
```
107
Properties=species:S:1:pos:R:3:lowdin_charge:R:1
S -4.219 1.817 4.676 0.72
S 2.240 -1.484 0.215 0.84
P 0.068 -1.430 -1.564 0.48
P 3.075 1.096 -0.737 0.77
O 1.323 -3.876 3.493 -0.01
O -1.420 2.628 -4.536 -0.17
O -5.002 4.422 -1.710 0.11
O 0.147 -2.948 -1.031 -0.19
O -1.500 -1.176 -1.780 -0.15
O -2.210 -5.921 -3.499 0.01
N -3.257 4.065 -0.370 0.06
N 3.562 2.509 -1.251 -0.29
N -0.514 -5.180 -4.825 -0.20
N 0.780 -1.385 -2.954 -0.12
N 0.741 1.991 0.788 -0.09
N 2.233 -5.779 2.650 -0.19
C 2.004 -4.883 3.620 -0.34
C -0.550 1.181 2.968 -0.14
C 1.913 2.458 1.594 -0.14
C -2.439 3.550 -4.921 -0.08
C 2.598 1.426 2.512 -0.18
C 1.638 -5.560 1.341 -0.03
C -0.748 2.945 -3.341 -0.22
C -1.387 -5.082 -3.810 -0.37
C 0.812 -0.375 -0.218 -0.59
C 3.053 -6.958 2.863 -0.05
C -0.202 -1.555 1.914 -0.09
C -3.224 3.319 0.914 -0.21
C -0.275 1.073 1.469 -0.17
C -2.227 3.857 1.918 -0.16
C -4.580 2.156 -1.427 0.01
C -4.318 3.622 -1.181 -0.56
C 1.144 1.171 -0.426 -0.35
C 0.435 -4.121 -5.116 -0.05
C -0.045 3.239 0.453 -0.10
C -1.964 0.739 3.384 -0.24
C -0.727 4.062 1.546 -0.13
C -2.421 1.497 4.665 -0.55
C 5.144 0.881 2.637 -0.09
C -0.513 1.681 -2.472 -0.16
C -0.525 -6.380 -5.646 -0.03
C 0.876 1.810 -1.817 -0.21
C 4.042 1.963 2.808 -0.22
C -0.293 -0.389 0.923 -0.27
H 1.629 3.220 2.318 0.13
H -4.970 2.027 -2.428 0.09
H 1.985 -4.609 0.933 0.07
H -1.643 -1.051 -2.734 0.10
H 2.460 -7.855 2.679 0.09
H 0.269 -3.751 -6.130 0.09
H -1.891 2.437 4.808 0.07
H -4.220 3.439 1.358 0.13
H -0.797 3.074 -0.316 0.11
H 0.315 -3.301 -4.411 0.04
H -3.663 1.569 -1.351 0.06
H 3.901 -6.944 2.177 0.09
H 0.479 -1.394 2.748 0.07
H 0.552 -5.517 1.436 0.10
H 5.899 1.038 3.399 0.07
H 2.728 0.441 2.075 0.04
H -3.135 2.259 0.663 0.09
H 2.113 1.406 3.478 0.10
H 3.952 2.446 -2.184 -0.02
H -1.260 3.685 -2.719 0.11
H 2.497 -5.138 4.573 0.14
H -2.451 4.468 -4.334 0.09
H -1.321 -0.475 0.571 0.13
H -3.483 5.037 -0.173 0.14
H -2.015 -0.307 3.662 0.10
H 0.248 3.319 -3.618 0.13
H 0.236 -6.307 -6.419 0.09
H 1.913 -6.367 0.667 0.09
H 0.151 0.558 3.524 0.11
H 1.532 -0.702 -2.901 -0.03
H 1.111 2.869 -1.790 0.09
H -0.389 2.174 3.385 0.10
H -1.202 1.458 1.045 0.12
H -0.330 -7.253 -5.022 0.09
H -5.310 1.733 -0.738 0.10
H -1.505 -6.500 -6.107 0.10
H 1.452 -4.512 -5.036 0.09
H 1.578 1.421 -2.549 0.09
H -1.303 1.560 -1.730 0.09
H 0.100 -2.489 1.449 0.05
H 3.304 0.187 -1.794 0.04
H -2.705 0.952 2.610 0.09
H 5.608 0.981 1.656 0.07
H -1.289 -4.127 -3.258 0.11
H 3.425 -6.984 3.885 0.09
H 4.083 2.291 3.845 0.10
H -2.272 3.264 2.832 0.06
H -0.720 -3.382 -1.119 0.09
H -0.222 4.096 2.511 0.10
H -2.291 3.845 -5.960 0.09
H 4.721 -0.120 2.719 0.07
H -2.192 0.861 5.516 0.07
H 4.302 2.821 2.187 0.11
H 0.669 3.896 -0.044 0.14
H -1.207 -1.751 2.276 0.09
H 3.820 0.825 0.412 -0.01
H -3.397 3.036 -4.874 0.08
H 2.618 3.004 0.967 0.10
H 2.307 -1.481 1.565 -0.08
H -4.257 3.156 4.826 -0.14
H -0.549 0.847 -3.162 0.09
H -0.646 5.094 1.205 0.12
H -2.591 4.842 2.221 0.12
```

ORCA calculation (wB97M-V/def2-TZVPD) on 12 unconnected molecules or ions with the total composition C28H64Cl16O12S4.

XYZ file:
```
124
Properties=species:S:1:pos:R:3:lowdin_charge:R:1
Cl 4.979 15.364 -18.183 0.57
Cl 11.440 10.849 -12.349 0.61
Cl 10.852 12.281 -15.774 0.55
Cl 4.010 17.015 -12.111 0.67
Cl 12.107 13.310 -8.622 0.59
Cl 8.429 15.445 -6.966 0.64
Cl 8.900 13.705 -17.944 0.55
Cl 14.610 12.866 -10.603 0.54
Cl 3.178 13.388 -16.058 0.59
Cl 11.549 17.848 -8.615 0.59
Cl 6.763 19.729 -12.575 0.57
Cl 3.069 9.873 -9.261 0.58
Cl 8.344 9.559 -9.625 0.58
Cl 3.593 13.911 -11.391 0.64
Cl 9.854 18.292 -12.017 0.57
Cl 6.152 12.352 -7.570 0.60
S 5.232 10.137 -14.180 0.53
S 1.004 17.819 -15.937 0.54
S 5.547 17.994 -7.984 0.56
S 7.944 14.207 -11.380 0.56
O 4.283 9.430 -14.977 -0.27
O -0.066 18.550 -16.499 -0.25
O 7.531 15.056 -12.666 -0.26
O 6.329 9.122 -13.633 -0.27
O 5.944 11.220 -14.729 -0.27
O 6.723 17.853 -8.760 -0.30
O 9.270 14.602 -11.073 -0.26
O 4.849 16.563 -8.054 -0.26
O 0.995 17.469 -14.554 -0.28
O 4.568 18.979 -8.272 -0.25
O 2.284 18.676 -16.261 -0.23
O 7.643 12.837 -11.662 -0.28
C 9.087 12.404 -15.571 -0.67
C 4.900 11.770 -8.690 -0.68
C 6.783 14.863 -10.198 -0.11
C 6.474 14.549 -13.481 -0.28
C 3.573 16.425 -7.397 -0.26
C 12.485 14.457 -9.924 -0.66
C 6.397 15.402 -14.765 -0.05
C 8.414 12.364 -16.883 -0.68
C 4.164 13.805 -18.563 -0.61
C 3.145 14.992 -7.520 -0.06
C 9.946 15.836 -7.773 -0.67
C 10.332 10.788 -10.971 -0.67
C 6.610 7.403 -12.014 -0.07
C 4.500 10.597 -12.633 -0.13
C 5.917 7.738 -13.319 -0.22
C 10.096 17.347 -7.717 -0.66
C 2.420 16.310 -11.764 -0.62
C 4.245 12.861 -17.402 -0.62
C 7.110 18.224 -11.685 -0.70
C 9.231 9.767 -11.162 -0.65
C 2.333 14.880 -12.223 -0.58
C 1.308 16.400 -16.925 -0.14
C 5.971 18.077 -6.261 -0.11
C 8.443 18.257 -10.946 -0.69
C 13.139 13.755 -11.067 -0.67
C 4.503 19.455 -15.742 -0.06
C 3.537 18.282 -15.718 -0.29
C 4.423 10.406 -8.239 -0.65
H 4.529 19.884 -16.743 0.08
H 3.872 11.893 -17.733 0.08
H 10.776 15.443 -7.200 0.05
H 4.080 10.514 -7.219 0.07
H 5.761 14.904 -15.483 0.02
H 5.471 14.581 -13.038 0.05
H 5.241 12.744 -16.995 0.03
H 10.882 10.457 -10.088 0.06
H 3.935 14.306 -7.231 0.05
H 3.728 11.338 -12.807 0.05
H 6.275 7.089 -14.121 0.12
H 3.139 14.040 -18.821 0.06
H 2.146 15.857 -16.489 0.00
H 4.024 9.686 -12.279 0.05
H 6.328 8.184 -11.300 0.05
H 10.305 17.642 -6.688 0.07
H 9.598 8.800 -11.494 0.06
H 0.434 15.757 -16.977 0.08
H 12.450 13.004 -11.438 -0.01
H 1.589 16.679 -17.939 0.08
H 3.454 17.821 -14.736 0.07
H 8.787 11.533 -14.995 0.07
H 6.681 13.505 -13.727 0.09
H 7.424 15.481 -15.156 0.09
H 6.898 18.617 -6.112 0.07
H 13.398 14.437 -11.870 0.08
H 5.266 10.964 -11.960 0.06
H 5.884 14.298 -10.411 0.00
H 7.337 12.387 -16.750 0.04
H 1.617 16.890 -12.205 0.07
H 5.180 18.661 -5.790 0.07
H 7.050 17.413 -12.398 0.03
H 5.482 19.021 -15.512 0.07
H 8.458 19.066 -10.220 0.07
H 7.690 7.409 -12.094 0.07
H 4.709 13.421 -19.420 0.08
H 8.502 17.343 -10.340 0.04
H 6.101 16.423 -14.514 0.06
H 4.081 12.480 -8.623 0.03
H 2.288 14.839 -6.856 0.09
H 7.116 14.614 -9.197 0.01
H 6.257 6.472 -11.566 0.09
H 8.880 13.300 -15.001 0.06
H 9.926 11.773 -10.767 0.04
H 13.116 15.263 -9.556 0.06
H 9.216 17.905 -8.026 0.04
H 6.341 18.073 -10.917 0.01
H 4.843 7.607 -13.214 0.11
H 1.330 14.486 -12.077 0.09
H 4.326 20.253 -15.024 0.08
H 9.984 15.482 -8.795 0.03
H 5.981 17.076 -5.849 0.06
H 3.609 16.678 -6.329 0.12
H 6.744 15.915 -10.442 0.04
H 2.843 17.096 -7.855 0.12
H 11.556 14.910 -10.251 0.04
H 4.015 17.539 -16.372 0.09
H 2.769 14.779 -8.522 0.06
H 2.562 14.755 -13.280 0.05
H 8.502 10.086 -11.910 0.06
H 8.610 11.430 -17.404 0.08
H 5.300 11.749 -9.699 0.04
H 5.232 9.699 -8.368 0.06
H 2.321 16.311 -10.682 0.06
```

ORCA calculation (wB97M-V/def2-TZVPD) on a molecular structure, C28H64F3N8O10PbS.

The net charge is +1.

XYZ file:
```
115
Properties=species:S:1:pos:R:3:lowdin_charge:R:1
Pb -3.182 0.666 1.060 1.70
S 0.503 0.939 0.029 0.57
F 2.014 0.589 -2.172 0.11
F 1.120 2.666 -1.903 0.14
F -0.090 1.080 -2.615 0.13
O 0.949 -0.433 0.312 -0.30
O -0.963 1.037 0.133 -0.46
O -1.941 -0.889 2.590 -0.15
O -1.344 -4.957 -0.928 0.01
O 1.172 1.925 0.900 -0.36
O -3.606 3.064 0.319 -0.16
O -3.034 -0.742 -0.958 -0.17
O 5.084 4.865 -0.501 0.04
O 3.970 -0.014 4.784 0.02
O -1.911 2.281 2.612 -0.14
N -0.073 -4.711 0.905 0.03
N 1.779 -3.887 -4.071 -0.17
N -4.164 -2.236 -2.068 0.05
N 2.919 4.410 0.109 0.00
N -0.334 3.807 2.585 0.06
N -1.804 -1.546 4.768 0.04
N -4.591 4.441 -1.158 0.04
N 3.112 1.607 3.479 0.02
C 0.109 -0.423 3.724 0.03
C 1.184 -1.627 -5.089 -0.07
C 3.790 -0.521 2.446 0.02
C 4.588 2.707 0.462 0.01
C 0.479 -5.595 -5.401 -0.09
C -4.754 5.644 -1.968 -0.06
C -2.121 4.582 -0.676 0.03
C -1.755 -2.071 -2.486 0.03
C 1.982 -2.913 -5.128 -0.26
C -1.297 -1.000 3.639 -0.50
C 0.937 1.353 -1.802 -0.58
C 4.221 4.121 -0.037 -0.54
C 0.557 -4.708 -4.151 -0.26
C 0.202 -3.266 0.769 -0.04
C 1.878 -3.367 -2.694 -0.25
C 0.291 5.028 3.060 -0.08
C 3.262 -2.769 -2.345 -0.06
C -0.896 -5.425 0.119 -0.56
C -2.402 4.325 3.789 0.02
C -3.023 -1.650 -1.782 -0.52
C -4.224 -3.465 -2.854 -0.05
C -3.183 -2.052 4.925 -0.04
C 2.837 2.555 4.566 -0.04
C -1.163 -6.863 0.453 0.00
C 2.374 5.691 -0.274 -0.07
C -3.512 4.002 -0.474 -0.48
C 3.669 0.416 3.669 -0.55
C -1.558 3.431 2.941 -0.51
H 0.445 -5.513 -3.423 0.11
H 1.344 5.811 0.059 0.07
H 1.286 -1.109 -6.043 0.08
H 0.242 -2.794 1.750 0.06
H 2.672 1.782 2.587 0.08
H -1.155 -1.162 -2.452 0.08
H -1.219 -1.552 5.590 0.14
H -5.476 3.971 -1.035 0.15
H -1.922 -7.246 -0.227 0.09
H 0.772 -1.073 3.153 0.07
H -2.084 5.375 -1.425 0.07
H 0.132 5.209 4.123 0.09
H 4.631 2.717 1.550 0.07
H 3.042 -2.745 -5.329 0.11
H -1.437 -6.994 1.500 0.08
H 1.910 3.095 4.374 0.06
H -5.227 -3.887 -2.808 0.09
H -3.247 -2.395 5.957 0.09
H -3.456 4.231 3.529 0.09
H -0.390 -6.252 -5.363 0.07
H 2.504 5.806 -1.351 0.09
H -3.395 -2.875 4.243 0.09
H -0.037 5.916 2.519 0.08
H 3.295 -2.751 -1.255 0.06
H 1.413 -0.978 -4.245 0.05
H 1.198 -3.190 0.333 0.08
H 0.393 -4.949 -6.275 0.06
H 3.239 -0.008 1.656 0.04
H 5.534 2.322 0.084 0.09
H 1.821 -3.485 -6.043 0.10
H -2.239 4.080 4.839 0.10
H 4.810 -0.709 2.114 0.09
H 3.229 -1.426 2.677 0.07
H -1.817 5.085 0.242 0.08
H 0.445 -5.171 1.638 0.14
H 2.994 6.461 0.184 0.09
H 0.137 -1.929 -5.027 0.06
H -0.545 -2.761 0.158 0.07
H -4.025 6.435 -1.794 0.09
H -3.533 -4.209 -2.457 0.08
H 0.198 3.202 1.974 0.09
H -1.154 -2.803 -1.947 0.06
H 2.268 3.725 0.466 0.08
H 0.507 -0.357 4.736 0.09
H 1.368 5.041 2.893 0.08
H -0.304 -4.043 -4.057 0.09
H 1.044 -2.706 -2.444 0.09
H 1.691 -4.226 -2.048 0.10
H 3.838 2.038 0.038 0.06
H -0.254 -7.394 0.168 0.09
H 1.359 -6.234 -5.477 0.08
H 3.646 3.274 4.692 0.09
H 2.731 2.030 5.515 0.08
H 0.067 0.586 3.314 0.08
H -1.296 3.948 -1.001 0.08
H -3.974 -3.366 -3.911 0.09
H -3.946 -1.303 4.716 0.08
H 3.439 -1.762 -2.721 0.06
H -4.698 5.351 -3.016 0.09
H -2.139 5.380 3.717 0.08
H -5.743 6.070 -1.804 0.09
H 4.037 -3.519 -2.503 0.08
H -5.028 -1.871 -1.697 0.15
H -2.004 -2.301 -3.521 0.08
```

ORCA calculation (wB97M-V/def2-TZVPD) on 12 unconnected molecules or ions with the total composition C28H66BF4N5O6.

XYZ file:
```
110
Properties=species:S:1:pos:R:3:lowdin_charge:R:1
F 57.100 -112.761 -17.624 0.11
F 55.662 -114.615 -17.246 0.14
F 57.813 -114.894 -17.632 0.16
F 57.182 -113.984 -15.755 0.17
O 58.301 -114.063 -21.435 -0.09
O 57.851 -114.576 -13.206 -0.15
O 59.032 -116.192 -19.537 -0.10
O 55.575 -116.993 -15.657 -0.10
O 56.308 -110.567 -16.179 -0.14
O 58.082 -118.635 -15.604 -0.16
N 60.989 -109.968 -15.809 0.11
N 51.819 -114.185 -14.568 0.10
N 54.353 -119.451 -20.828 0.08
N 49.672 -112.715 -18.211 -0.24
N 62.092 -112.836 -19.762 0.09
C 54.084 -112.615 -14.769 -0.01
C 55.542 -117.684 -19.083 -0.04
C 47.504 -111.497 -18.379 -0.07
C 51.082 -112.625 -18.818 -0.06
C 61.209 -112.233 -19.350 -0.23
C 60.885 -116.753 -21.110 -0.01
C 52.742 -113.410 -14.734 -0.17
C 58.933 -117.784 -16.415 -0.29
C 57.591 -116.392 -11.533 -0.07
C 47.376 -112.940 -18.799 -0.18
C 49.660 -113.271 -16.736 0.05
C 57.121 -109.680 -16.954 -0.27
C 58.006 -116.006 -12.980 -0.27
C 56.586 -112.820 -22.225 -0.07
C 60.403 -117.993 -15.874 -0.05
C 60.371 -116.076 -19.709 -0.28
C 54.795 -116.759 -14.481 -0.30
C 49.090 -111.367 -18.387 -0.11
C 59.443 -111.714 -14.374 -0.05
C 53.182 -113.957 -19.486 -0.11
C 54.821 -118.000 -13.593 -0.07
C 60.436 -110.679 -15.153 -0.25
C 51.867 -114.020 -18.956 -0.26
C 48.679 -113.471 -18.983 -0.19
C 54.844 -118.602 -20.073 -0.21
C 57.030 -113.756 -21.110 -0.38
C 56.810 -108.218 -16.260 -0.06
C 59.888 -111.421 -18.761 -0.04
B 56.909 -114.039 -17.070 -1.40
H 56.676 -111.364 -16.597 0.02
H 47.376 -110.847 -19.128 0.08
H 49.021 -113.289 -20.053 0.17
H 56.519 -115.945 -11.369 0.12
H 48.736 -113.009 -16.319 0.07
H 57.071 -118.323 -15.665 0.10
H 54.106 -117.766 -12.793 0.08
H 60.558 -119.006 -15.816 0.03
H 57.216 -111.958 -22.220 0.06
H 55.640 -112.500 -22.374 0.01
H 55.875 -107.799 -16.538 0.03
H 55.954 -118.370 -13.415 0.12
H 60.481 -117.734 -21.150 0.04
H 57.469 -116.523 -13.805 0.08
H 53.582 -115.118 -19.541 0.15
H 58.922 -111.848 -19.098 0.03
H 59.022 -111.126 -13.556 0.04
H 58.818 -115.588 -18.843 0.03
H 55.380 -116.578 -19.388 0.09
H 60.561 -117.557 -14.951 0.03
H 58.557 -116.657 -16.451 0.13
H 54.027 -111.789 -14.167 0.04
H 51.399 -114.584 -19.579 0.04
H 61.929 -116.810 -21.020 0.04
H 58.238 -115.903 -10.965 0.01
H 46.979 -111.307 -17.684 0.02
H 55.554 -116.198 -16.190 0.04
H 53.884 -116.642 -14.965 0.08
H 46.536 -113.208 -19.400 0.13
H 54.980 -115.875 -13.998 0.07
H 59.945 -110.357 -19.256 0.11
H 54.529 -118.919 -14.143 0.07
H 58.601 -114.731 -20.722 0.09
H 59.117 -116.191 -13.079 0.12
H 58.996 -118.121 -17.398 0.06
H 46.944 -113.510 -17.955 0.13
H 57.331 -114.337 -14.061 0.08
H 50.444 -112.674 -16.143 0.09
H 57.114 -108.061 -15.146 0.10
H 51.005 -112.136 -19.713 0.08
H 59.938 -112.638 -13.772 0.12
H 60.447 -114.901 -19.696 0.12
H 60.023 -111.742 -17.685 0.05
H 56.534 -117.753 -19.401 0.05
H 60.407 -116.189 -22.016 0.11
H 58.113 -110.035 -16.757 0.06
H 53.165 -113.611 -20.458 0.06
H 53.971 -113.458 -18.900 0.08
H 49.375 -110.721 -19.280 0.16
H 48.683 -114.587 -18.824 0.17
H 56.450 -114.620 -21.097 0.08
H 51.804 -111.928 -18.126 0.19
H 61.052 -117.600 -16.782 0.11
H 57.028 -113.191 -20.062 0.14
H 55.181 -117.730 -18.159 0.01
H 56.773 -113.368 -23.233 0.12
H 57.763 -117.343 -11.182 0.04
H 54.938 -113.147 -14.167 0.13
H 60.847 -116.308 -18.932 0.02
H 56.872 -109.830 -18.094 0.14
H 54.394 -112.649 -15.724 0.01
H 50.120 -114.398 -16.683 0.15
H 57.487 -107.709 -16.960 0.05
H 58.524 -112.090 -14.942 0.06
H 49.346 -110.507 -17.675 0.16
H 51.754 -114.617 -18.015 0.12
```

We obtain electronic energy values of -91522.672 -298345.361 -86703.887 -61378.322 eV for the records listed above, in that order.
We obtain strongest force on any atom values of 0.07181 0.03896 0.06536 0.25143 Eh/bohr for the records listed above, in that order.